DFT (ωB97M-V/def2-TZVPD) results for C2H4NO2S as an isolated structure.

Output
charge = -1
HOMO energy = -0.12468 Ha
lowest unoccupied orbital energy = 4.08 eV
Kohn-Sham gap = 7.473 eV
ΔE to the lowest compared entry with this formula, charge and spin = 66.8 kcal/mol

Last column: Löwdin charge in e.
Cartesian coordinates (Å):
S (0.2590, -2.0837, -0.9899)  0.533
O (-0.8496, -2.5477, -1.8375)  -0.653
O (-0.2125, -1.7798, 0.3872)  -0.656
N (0.8230, 1.5658, 0.4224)  -0.145
C (1.8008, 1.7480, -0.1528)  -0.062
C (-0.3863, 0.9732, 0.8509)  -0.129
H (0.4018, -0.4217, -1.7038)  -0.042
H (-1.2195, 1.6947, 0.7385)  0.093
H (-0.4729, 0.0265, 0.3881)  -0.019
H (-0.1438, 0.8247, 1.8969)  0.082

***

DFT (ωB97M-V/def2-TZVPD) results for one molecule with the formula C5H7N.

Output
charge = 0
HOMO energy = -0.34574 Ha
lowest unoccupied orbital energy = 1.12 eV
SMILES = C[C@@H]1C[C@]12C=N2
Kohn-Sham gap = 10.529 eV
ΔE to the lowest compared entry with this formula, charge and spin = 83.4 kcal/mol

Last column: Löwdin charge in e.
Cartesian coordinates (Å):
N (2.6694, -0.0434, -0.8929)  0.141
C (1.2183, 0.1350, -0.6530)  -0.381
C (0.3065, 0.5211, 0.4285)  -0.269
C (0.1499, 1.0751, -0.9962)  -0.059
C (-0.7152, -0.4388, 1.0090)  -0.064
C (2.0078, -1.0665, -1.2417)  0.011
H (0.7093, 1.2224, 1.1493)  0.130
H (-0.3652, -1.4677, 0.9492)  0.071
H (-0.8986, -0.2041, 2.0548)  0.068
H (-0.6764, 0.7180, -1.5949)  0.099
H (-1.6599, -0.3689, 0.4752)  0.072
H (2.0535, -2.0296, -1.6803)  0.085
H (0.3962, 2.1141, -1.1670)  0.097

***

DFT (ωB97M-V/def2-TZVPD) results for one molecule with the formula C4H7N.

Output
charge = 0
HOMO energy = -0.31468 Ha
lowest unoccupied orbital energy = 0.85 eV
SMILES = [H]/N=C1/C[C@H]1C
Kohn-Sham gap = 9.409 eV
ΔE to the lowest compared entry with this formula, charge and spin = 91.2 kcal/mol

Last column: Löwdin charge in e.
Cartesian coordinates (Å):
N (2.1622, -0.7184, -0.1381)  0.136
C (-1.2977, -0.5564, -0.1361)  -0.076
C (1.1967, 0.0763, -0.0231)  -0.457
C (-0.1890, 0.2405, 0.5157)  -0.269
C (0.7292, 1.3780, -0.3753)  0.008
H (-1.1517, -0.6153, -1.2142)  0.081
H (-0.2334, 0.2836, 1.6014)  0.131
H (0.0226, 1.7298, 0.5923)  0.157
H (0.3519, 1.5101, -1.3873)  0.088
H (-2.2746, -0.1128, 0.0555)  0.073
H (-1.2916, -1.5830, 0.2343)  0.076
H (1.9754, -1.6326, 0.2749)  0.052

***

DFT (ωB97M-V/def2-TZVPD) results for one molecule with the formula C8H12BrN3O3.

Output
charge = 0
HOMO energy = -0.34617 Ha
lowest unoccupied orbital energy = 0.03 eV
SMILES = [H]/N=C(\Br)[C@H](/C=N/[C@H]1CCCOC1)[N+](=O)[O-]
Kohn-Sham gap = 9.445 eV
ΔE to the lowest compared entry with this formula, charge and spin = 0.0 kcal/mol

Last column: Löwdin charge in e.
Cartesian coordinates (Å):
Br (-1.2204, -2.5563, -3.8140)  0.697
O (-1.0667, 2.0266, 0.0647)  -0.145
O (2.2717, -0.8727, -0.6155)  0.089
O (2.3834, -2.9862, -0.9580)  0.092
N (1.4383, -1.4870, -3.6144)  0.122
N (-0.5961, -0.9863, 0.5700)  0.113
N (1.7962, -1.9364, -0.9123)  -0.414
C (0.8343, 1.5129, 1.4954)  -0.157
C (0.3659, -1.9696, -1.2828)  -0.143
C (0.4280, -1.9165, -3.0790)  -0.725
C (-0.0166, 0.5435, 2.3132)  -0.139
C (-1.1628, -0.0091, 1.4420)  -0.319
C (-0.0663, 2.5881, 0.8876)  -0.205
C (-1.9119, 1.1587, 0.7810)  -0.175
C (-0.3882, -0.8412, -0.6580)  -0.132
H (1.5049, -1.4422, -4.6246)  0.078
H (-0.4508, 1.0601, 3.1703)  0.116
H (-0.5377, 3.1776, 1.6911)  0.126
H (-2.4442, 1.7159, 1.5691)  0.130
H (1.3485, 0.9738, 0.6980)  0.094
H (0.5025, 3.2595, 0.2420)  0.125
H (-0.0393, -2.9526, -1.0481)  0.130
H (0.5897, -0.2862, 2.6768)  0.116
H (1.5847, 1.9819, 2.1302)  0.116
H (-2.6438, 0.7826, 0.0607)  0.128
H (-0.6463, 0.0251, -1.2692)  0.136
H (-1.8574, -0.5641, 2.0837)  0.146

***

DFT (ωB97M-V/def2-TZVPD) results for one molecule with the formula C4H11NS.

Output
charge = 0
HOMO energy = -0.33321 Ha
lowest unoccupied orbital energy = 1.04 eV
SMILES = CCNCCS
Kohn-Sham gap = 10.112 eV
ΔE to the lowest compared entry with this formula, charge and spin = 9.2 kcal/mol

Last column: Löwdin charge in e.
Cartesian coordinates (Å):
S (-3.7377, 0.4743, 0.0780)  0.678
N (0.2785, -0.1687, -0.3612)  -0.099
C (-0.9596, 0.3604, 0.1882)  -0.343
C (-2.1415, 0.0296, -0.7136)  -0.549
C (1.3988, 0.0046, 0.5515)  -0.306
C (2.7167, -0.3887, -0.1025)  -0.091
H (3.1458, -1.2768, 0.3505)  0.065
H (-0.9203, 1.4463, 0.3780)  0.113
H (-3.6565, -0.4539, 1.0211)  -0.161
H (1.2179, -0.6155, 1.4277)  0.107
H (-2.1060, 0.6130, -1.6281)  0.064
H (0.5108, 0.3046, -1.2299)  0.109
H (3.4696, 0.3896, -0.0082)  0.065
H (2.5935, -0.6122, -1.1593)  0.067
H (-1.1063, -0.1030, 1.1708)  0.108
H (1.4661, 1.0377, 0.9274)  0.108
H (-2.1699, -1.0413, -0.8904)  0.068

***

DFT (ωB97M-V/def2-TZVPD) results for C34H26Cl2N5O2Tc as an isolated structure.

Output
charge = +2
HOMO energy (spin up / spin down) = -0.49506 / -0.49506 Ha
lowest unoccupied orbital energy (spin up / spin down) = -8.19 / -8.19 eV
Kohn-Sham gap (spin up / spin down) = 5.282 / 5.281 eV

Last column: Löwdin charge in e.
Cartesian coordinates (Å):
Tc (-0.3295, -0.0215, -0.6758)  1.595
Cl (1.3625, -4.5841, -0.2922)  0.815
Cl (2.7361, -3.2324, 4.6893)  0.814
O (-3.1569, 0.9707, 3.6851)  0.072
O (0.3449, -1.7746, -0.4305)  -0.206
N (-5.3906, 0.6316, 3.5952)  0.207
N (-2.3421, -0.3597, -0.0124)  -0.054
N (1.5179, 0.9155, -1.0922)  -0.104
N (0.3623, -0.0181, 1.4678)  0.021
N (-0.7678, 2.0080, -0.5113)  -0.121
C (0.9672, 0.7563, 3.6448)  0.008
C (1.3719, -3.4350, 0.9653)  -0.574
C (-4.9421, -0.5959, 0.9116)  0.043
C (5.3787, -0.8077, 1.8946)  -0.067
C (-1.0488, -1.3156, -4.5165)  -0.006
C (-0.7573, -0.1376, -2.4069)  -0.027
C (-2.6944, 0.1001, 1.1968)  -0.067
C (0.8921, -1.2300, 1.7860)  -0.162
C (-1.5773, -0.0244, -6.4646)  -0.005
C (-0.0786, 4.1729, -0.5047)  -0.008
C (2.7510, 0.1605, -1.3831)  -0.132
C (0.8583, -2.1794, 0.7504)  -0.324
C (1.4921, -0.4705, 3.9720)  0.036
C (-1.5522, 1.1645, -5.7359)  -0.033
C (0.3213, 2.8502, -0.6674)  -0.324
C (5.1243, -1.7327, 0.8893)  -0.061
C (1.5276, 2.2054, -1.0025)  -0.066
C (-1.3277, -1.2587, -5.8613)  -0.035
C (0.4126, 0.9508, 2.3790)  -0.078
C (-3.9765, 0.0103, 1.6968)  -0.081
C (-1.2832, 1.1303, -4.3872)  0.001
C (-4.5865, -1.0895, -0.3387)  -0.003
C (-1.0270, -0.1162, -3.7713)  -0.282
C (1.4679, -1.5094, 3.0241)  -0.149
C (1.9315, -3.7573, 2.2107)  -0.086
C (4.2430, -1.4182, -0.1380)  -0.045
C (4.7453, 0.4291, 1.8647)  -0.066
C (3.6067, -0.1794, -0.1750)  -0.222
C (1.9917, -2.8234, 3.2079)  -0.574
C (-1.8343, 2.7960, -0.2613)  -0.135
C (3.8634, 0.7408, 0.8367)  -0.047
C (-3.2913, -0.9528, -0.7736)  -0.075
C (-1.4492, 4.1367, -0.2397)  -0.054
C (-4.1444, 0.5856, 3.0892)  -0.481
H (-1.7946, 0.0108, -7.5263)  0.128
H (-1.3464, -2.1661, -6.4499)  0.124
H (2.3401, -4.7457, 2.3686)  0.125
H (2.4418, 2.7638, -1.1957)  0.157
H (-2.1012, 4.9797, -0.0617)  0.111
H (-5.3093, -1.5835, -0.9737)  0.129
H (-2.9832, -1.3325, -1.7363)  0.113
H (-1.9433, 0.5555, 1.8183)  0.093
H (3.3938, 1.7200, 0.8284)  0.104
H (1.9285, -0.6425, 4.9469)  0.115
H (-5.9669, -0.7069, 1.2482)  0.129
H (-0.0236, 1.9064, 2.1011)  0.128
H (-1.2612, 2.0369, -3.7899)  0.127
H (0.9665, 1.5730, 4.3546)  0.129
H (-6.2119, 0.3788, 3.0804)  0.103
H (4.9490, 1.1611, 2.6382)  0.113
H (4.0565, -2.1423, -0.9290)  0.120
H (2.4671, -0.7612, -1.8864)  0.110
H (5.6218, -2.6970, 0.8979)  0.116
H (0.5562, 5.0459, -0.5761)  0.122
H (-1.7436, 2.1087, -6.2278)  0.125
H (3.3461, 0.7376, -2.0932)  0.138
H (-5.5112, 1.0190, 4.5167)  0.133
H (6.0806, -1.0423, 2.6860)  0.114
H (-0.8362, -2.2593, -4.0245)  0.130
H (-2.8280, 2.3906, -0.1304)  0.108

***

DFT (ωB97M-V/def2-TZVPD) results for one molecule with the formula C21H33N3O3S.

Output
charge = 0
HOMO energy = -0.30899 Ha
lowest unoccupied orbital energy = 0.52 eV
SMILES = CS(=O)(=O)N1CCC[C@H](C(=O)NCCN2CCC(Cc3ccccc3)CC2)C1
Kohn-Sham gap = 8.925 eV
ΔE to the lowest compared entry with this formula, charge and spin = 12.5 kcal/mol

Last column: Löwdin charge in e.
Cartesian coordinates (Å):
S (3.4385, 1.8184, -0.0681)  0.624
O (2.0836, 1.3711, 0.1002)  -0.301
O (3.1178, -0.9338, -2.2594)  0.081
O (3.8793, 2.2402, -1.3607)  -0.270
N (1.5802, -1.4121, -0.6887)  0.071
N (4.4745, 0.7115, 0.6251)  -0.236
N (-0.8019, -1.2668, 0.6483)  -0.184
C (-2.1552, 0.8050, 0.9879)  -0.136
C (3.8981, -1.6094, -0.0630)  -0.202
C (-6.2739, -0.2046, -1.7301)  -0.084
C (5.2947, -1.7335, -0.6808)  -0.146
C (3.9226, -0.5511, 1.0521)  -0.158
C (-5.1141, 0.7564, 0.1540)  -0.242
C (5.7894, 0.6196, 0.0247)  -0.198
C (-5.9463, 0.8934, -2.5067)  -0.096
C (-5.2148, 1.9291, -1.9513)  -0.083
C (-4.6341, 0.6647, 1.5735)  -0.121
C (-4.8054, 1.8610, -0.6314)  -0.054
C (-5.8620, -0.2702, -0.4109)  -0.055
C (2.8449, -1.2525, -1.1211)  -0.480
C (5.8144, -0.3707, -1.1346)  -0.166
C (0.4546, -0.8950, -1.4354)  -0.158
C (-3.2367, -1.4307, 1.1846)  -0.144
C (3.6815, 3.2098, 1.0694)  -0.114
C (-1.8327, -2.0317, 1.3247)  -0.185
C (-3.2452, 0.0071, 1.7051)  -0.314
C (-0.8012, 0.1029, 1.1397)  -0.174
C (-0.8387, -1.4033, -0.8007)  -0.172
H (2.9164, -0.3421, 1.4175)  0.112
H (0.5344, -1.2371, -2.4700)  0.127
H (6.8326, -0.4646, -1.5151)  0.117
H (-0.5452, 0.0532, 2.2048)  0.126
H (3.3809, 2.8842, 2.0555)  0.061
H (-0.9378, -2.4723, -1.0116)  0.125
H (6.0525, 1.6181, -0.3240)  0.114
H (-3.5333, -1.4438, 0.1344)  0.107
H (-1.5633, -2.0689, 2.3864)  0.121
H (-6.8538, -1.0125, -2.1528)  0.101
H (0.4928, 0.1999, -1.4388)  0.112
H (5.2490, -2.4067, -1.5376)  0.120
H (-4.9631, 2.7941, -2.5478)  0.102
H (-1.6869, -0.8854, -1.2727)  0.119
H (-2.4020, 0.8970, -0.0708)  0.106
H (6.4911, 0.3164, 0.8114)  0.129
H (3.6054, -2.5674, 0.3817)  0.150
H (-6.2654, 0.9449, -3.5372)  0.099
H (-0.0159, 0.6670, 0.6364)  0.088
H (-5.3468, 0.0805, 2.1606)  0.118
H (3.0657, 4.0329, 0.7311)  0.063
H (5.1738, 0.0081, -1.9306)  0.100
H (-4.5794, 1.6671, 2.0043)  0.118
H (4.5374, -0.9142, 1.8849)  0.134
H (-3.9481, -2.0404, 1.7456)  0.119
H (5.9756, -2.1619, 0.0610)  0.117
H (-3.0002, -0.0178, 2.7751)  0.144
H (-2.0860, 1.8107, 1.4062)  0.122
H (-6.1294, -1.1274, 0.1909)  0.112
H (4.7270, 3.4839, 1.0485)  0.059
H (-4.2431, 2.6785, -0.2032)  0.113
H (-1.8208, -3.0543, 0.9383)  0.117
H (1.3743, -1.5446, 0.2914)  0.124